Below is a cluster of 2 separate species, C5H10O2 in total, with properties calculated with wB97M-V/def2-TZVPD.

Output
- Structure (SMILES): COCC1=C(O)C1.[H][H]
- Energy above the lowest of the compared OMol25 structures with the same formula, charge and spin: 5.032 eV
- DFT total energy: -9438.0111 eV
- HOMO-LUMO gap: 9.37 eV

Structure (XYZ):
```
17
C5H10O2 | the OMol25 dataset | wB97M-V/def2-TZVPD
O -2.365 1.048 1.208
O 1.260 0.236 0.305
C -1.872 0.021 0.514
C 0.533 -0.740 -0.408
C -2.271 -1.257 -0.106
C -0.894 -0.605 -0.053
C 2.647 0.088 0.135
H -0.612 2.829 -0.623
H -2.489 -2.126 0.527
H 2.988 -0.909 0.456
H -0.115 2.293 -0.474
H 0.895 -1.751 -0.151
H 3.129 0.844 0.758
H 2.951 0.237 -0.913
H -1.632 1.662 1.365
H -2.834 -1.256 -1.046
H 0.680 -0.613 -1.495
```

***

Below is a structure of composition C5H10O, with properties calculated with wB97M-V/def2-TZVPD.

Output
- Energy above the lowest of the compared OMol25 structures with the same formula, charge and spin: 3.866 eV
- DFT total energy: -7390.8991 eV
- HOMO-LUMO gap: 9.35 eV

Structure (XYZ):
```
16
C5H10O | the OMol25 dataset | wB97M-V/def2-TZVPD
O -1.467 2.160 -0.096
C -0.496 -0.031 -0.252
C -1.768 -0.483 0.465
C 2.027 -0.361 -0.514
C -0.383 1.470 -0.326
C 0.789 -0.635 0.336
H 2.931 -0.756 -0.040
H 0.935 -0.241 1.351
H -2.648 0.028 0.063
H -1.905 -1.563 0.350
H -1.708 -0.255 1.536
H 1.932 -0.831 -1.500
H -0.484 2.721 -0.372
H 0.642 -1.716 0.446
H 2.156 0.714 -0.669
H -0.545 -0.332 -1.314
```

***

HOMO list, top to bottom, in Ha: -0.3100, -0.3132